# C5H3NO4

An isolated molecule of C5H3NO4 in a non-equilibrium geometry (the ωB97M-V functional and the def2-TZVPD basis, the Open Molecules 2025 dataset).

```
13
Properties=species:S:1:pos:R:3:forces:R:3:nbo_charge:R:1
C 0.06843 0.34330 1.98971 0.63 -2.54 2.02 -0.608
C 0.63995 0.17210 0.58206 -3.38 0.22 -0.11 -0.458
C 1.93959 0.09270 0.44700 -0.17 1.22 -0.03 0.787
O 3.05883 0.31532 0.55270 0.84 -0.75 -0.36 -0.394
C -0.47882 0.33185 -0.42769 0.09 -0.62 -0.36 0.671
O -1.56037 0.84691 -0.28460 1.03 -0.01 0.64 -0.521
N -0.14878 -0.28140 -1.68742 2.38 -0.04 0.92 -0.293
O -0.86694 0.29884 -2.86851 -1.23 0.61 -0.92 -0.317
C -1.01858 -0.95773 -2.52910 1.68 1.75 0.87 0.901
O -1.36517 -2.00942 -2.82398 -1.59 -2.30 -0.85 -0.482
H 0.82431 0.75592 2.75606 -1.51 0.06 -1.38 0.232
H -0.17489 -0.72202 2.47184 0.41 2.05 -1.16 0.217
H -0.91755 0.81364 1.82193 0.82 0.35 0.73 0.267
```
Forces are in eV/Å.

molar mass: 141.082 g/mol
spin multiplicity: 1
HOMO level: -9.87 eV
SMILES string: CC(=C=O)C(=O)N1OC1=O
LUMO energy: -0.295 eV
HOMO-LUMO gap: 9.6 eV
E_tot: -14909.2306 eV